[1]
Density functional theory data (wB97M-V/def2-TZVPD) for C12H41B2N3O3Pt as an isolated structure in a non-equilibrium geometry.

```
62
Properties=species:S:1:pos:R:3:forces:R:3:mulliken_charge:R:1
Pt -0.904557 2.008804 -0.786725 0.3072 1.0247 -0.2361 0.6552
B 0.231826 5.361870 -2.481078 -0.1110 -0.5740 1.6611 0.0814
H -0.515259 5.604488 -1.741317 -3.0679 1.2216 2.7607 -0.2557
H 1.139458 5.064901 -1.978834 3.6881 -1.0740 2.1873 -0.1748
H -0.038975 4.527898 -3.109876 -1.5117 -3.6895 -3.1753 -0.2365
H 0.507977 6.178568 -3.129912 0.6853 3.2011 -2.9000 -0.1134
B -3.451681 0.370113 -3.599651 -0.7650 -2.1649 -0.4968 -0.0604
H -4.045863 -0.098800 -4.368611 -1.9976 -3.2330 -2.1120 -0.0205
H -2.438017 0.010340 -3.685015 4.4334 -0.3851 -1.9773 -0.0035
H -3.408556 1.439469 -3.736975 1.6150 5.1975 1.1235 0.0907
H -3.885002 0.231103 -2.621305 -3.2419 0.6058 3.5106 -0.0034
C -1.162902 4.327144 5.141325 -1.0104 -0.3399 0.4223 -1.4257
C -1.692423 3.728589 3.767836 0.4233 -0.2896 1.9317 0.2397
C -2.844762 4.513029 3.206458 -1.5469 -0.2509 -0.5809 -0.8218
O -3.249606 3.968534 1.935307 -0.3131 -0.6883 -0.0208 -0.2376
C -4.544897 4.362476 1.460862 0.4128 1.4701 0.4942 -0.7983
N -0.600500 3.696023 2.855120 0.7693 0.4226 -0.8967 -0.5140
H -0.308397 3.857575 5.628600 0.3826 -0.6494 -0.8925 0.4270
H -1.864607 4.212896 5.967558 -0.6403 0.3405 -0.1828 0.3639
H -0.861555 5.373701 5.096487 -0.3291 0.1730 -0.4073 0.3712
H -1.988623 2.686416 3.887226 -0.3986 0.0213 0.3967 0.2403
H -2.653955 5.583980 3.137474 0.4101 0.2073 -0.2481 0.3655
H -3.707415 4.425961 3.867037 -0.0493 -0.0424 0.3805 0.3929
H -5.301892 4.480345 2.236220 0.1314 -0.3219 0.5305 0.3006
H -5.014534 3.750494 0.690788 0.8268 -0.5428 0.0574 0.2536
H -4.435858 5.365922 1.049391 -0.1011 0.1596 -0.2919 0.3354
H -0.365099 4.677786 2.826272 0.7201 0.3231 -0.8330 0.2774
H 0.165701 3.279347 3.364441 0.3509 -0.2240 -0.1885 0.2575
C 3.743813 -0.588517 -4.319276 0.5132 -0.1941 -0.5379 -1.4212
C 3.554192 -1.399519 -3.055992 1.6021 -0.4579 0.5901 0.3243
C 4.872008 -2.234504 -2.769807 -1.6471 0.4182 0.0568 -0.7615
O 4.794837 -2.830226 -1.451684 -1.7318 1.3866 -1.1000 -0.2911
C 5.835449 -3.663184 -1.187263 1.5403 -1.3055 -0.8114 -0.7972
N 3.439546 -0.536022 -1.890663 -0.1400 0.3529 0.4357 -0.7058
H 2.957020 0.139720 -4.516079 -0.0868 -0.1825 0.1301 0.3565
H 3.890636 -1.224991 -5.191874 -0.4911 -0.2171 -0.0997 0.3786
H 4.694073 -0.054692 -4.307108 0.0470 0.3363 0.4248 0.3626
H 2.677235 -2.043103 -3.125607 0.0383 -0.1168 0.0441 0.3123
H 5.642421 -1.463870 -2.743611 0.5177 -0.2293 -0.2068 0.3745
H 5.011987 -2.952515 -3.577884 0.3697 -0.3817 0.2067 0.3985
H 5.763228 -4.554730 -1.810197 -0.1605 -0.5507 0.0485 0.3076
H 5.897525 -3.979412 -0.145989 -0.1638 0.3819 -0.0069 0.2326
H 6.767143 -3.227105 -1.547634 0.4807 0.2805 0.5177 0.3321
H 4.169933 0.157031 -1.970139 -0.0760 0.8085 -0.4602 0.2819
H 3.880544 -1.079108 -1.162174 -0.6860 -0.3070 0.7934 0.3224
C 0.165442 -3.314427 2.561602 0.2416 -0.4426 0.2918 -1.5141
C -0.747735 -3.670149 1.398444 -1.0065 -0.0134 1.5746 0.3397
C -1.686192 -4.907494 1.728795 1.7981 -0.3564 -1.6650 -0.6639
O -2.543886 -5.281556 0.627057 0.4005 0.2722 0.2589 -0.3612
C -1.942997 -5.549536 -0.648540 -0.2748 0.2271 0.3626 -0.6918
N -1.555978 -2.472221 1.149030 -0.6219 -0.4316 -0.8705 -0.6394
H -0.434981 -3.010123 3.418914 -0.0096 -0.0701 0.1444 0.3299
H 0.838356 -2.486375 2.338855 -0.1888 0.0536 -0.2960 0.3447
H 0.807037 -4.145403 2.854756 -0.0876 -0.1476 0.0988 0.3853
H -0.111481 -3.920263 0.549490 -0.3050 0.0576 -0.2619 0.3570
H -2.301491 -4.891468 2.628385 -0.1202 0.7083 -0.1749 0.3391
H -0.959921 -5.701521 1.902419 0.0205 -0.5645 0.0228 0.3527
H -1.060298 -6.188970 -0.640466 0.0789 -0.2061 0.5222 0.3134
H -1.645115 -4.639726 -1.169707 -0.0762 0.2482 0.0267 0.2705
H -2.707125 -6.049666 -1.243576 -0.0060 0.0711 0.0974 0.2586
H -2.202105 -2.408144 1.922653 0.2905 0.4481 0.9846 0.2965
H -2.263150 -2.817184 0.515768 -0.1322 0.2249 -1.1579 0.2893
```
Positions in Å, forces in eV/Å.

Output
HOMO energy (alpha / beta) = -7.97 / -8.17 eV
LUMO level (alpha / beta) = -3.5643 / -5.0899 eV
Spin multiplicity = 3
Max |F| = 0.1081 Eh/bohr
Expectation value of S² = 2.101
Kohn-Sham gap (alpha / beta) = 4.4 / 3.1 eV

[2]
Density functional theory data (wB97M-V/def2-TZVPD) for a 9-piece molecular cluster, C12H41BF4N13O8 overall in a non-equilibrium geometry.

```
79
Properties=species:S:1:pos:R:3:forces:R:3:mulliken_charge:R:1
B -1.049480 -1.261433 -0.566998 0.2072 -0.8257 0.2373 0.0107
F -0.160236 -1.557580 0.495697 -0.0594 0.2054 -0.0750 0.1985
F -0.297046 -1.464869 -1.756942 -0.2957 0.1855 -0.1985 -0.1722
F -2.121868 -2.168241 -0.506458 0.4825 0.1883 -0.2777 -0.5397
F -1.476196 0.047737 -0.463422 -0.0553 -0.0145 -0.2058 -0.0765
C 0.786137 2.577085 -1.130737 0.9409 0.4096 -0.8590 -1.2564
C -0.347081 3.419190 -0.583919 -0.0627 -0.1955 0.5638 2.0283
C -0.149378 4.914155 -0.794787 -0.1682 0.4368 0.0316 -0.9500
O 0.743770 5.540442 0.114348 0.0509 -0.3120 -0.3284 -0.3599
C 0.219623 5.745357 1.429413 1.3962 -0.3173 -0.9406 -0.4905
N -1.597215 2.977180 -1.196895 -0.2932 -0.1356 0.1883 -0.8453
H 0.947708 2.683134 -2.210815 -0.7146 0.0433 -0.1314 0.4750
H 0.607689 1.522115 -0.936381 0.0992 -0.0444 0.2056 -0.3199
H 1.769679 2.899467 -0.776105 -0.1880 -0.2400 0.7044 0.4348
H -0.342862 3.202962 0.496208 -0.1306 0.2687 0.0799 -0.6106
H -1.077630 5.495627 -0.739003 -0.4028 -0.4484 -0.0183 0.4020
H 0.216202 5.057549 -1.814222 0.2946 0.1705 0.0947 0.3584
H 0.100590 4.782689 1.929642 -0.4733 0.1225 0.1673 0.1149
H -0.675394 6.367220 1.403515 -0.1432 -0.1033 0.1741 0.2994
H 1.070290 6.254480 1.882841 -0.4145 0.2336 0.5059 0.2248
H -1.737670 2.026540 -0.866839 0.0085 -0.0672 -0.4284 0.1630
H -2.394370 3.460673 -0.789163 0.1764 0.2580 -0.0297 0.3588
C 2.472053 -3.025296 2.484431 0.1682 -0.5646 0.4791 -0.6775
C 1.409713 -4.103758 2.340341 -0.0880 0.2247 -1.0519 -0.0566
O 0.101446 -3.551447 2.334182 0.0604 0.0868 0.0084 -0.6241
H 2.598870 -2.417091 1.590478 -0.3496 0.1196 -0.0445 -0.1371
H 3.439098 -3.510934 2.647852 0.0242 0.1277 0.2022 0.4532
H 2.195741 -2.408306 3.340890 0.2848 0.1850 -0.0692 0.2064
H 1.453398 -4.854840 3.129242 -0.0046 0.1913 0.1576 0.3735
H 1.584510 -4.627930 1.389626 0.0027 -0.1734 0.1012 0.0525
H 0.088291 -2.839903 1.667894 -0.1242 -0.4393 0.3556 0.2171
C 0.556999 -5.182803 -1.375736 1.2082 -1.1812 1.6148 0.6013
O 1.400396 -6.057126 -1.116203 -0.6265 0.6437 -0.7504 -0.7058
N 0.778071 -4.179577 -2.247227 -0.0425 0.6413 -0.8094 -0.2303
N -0.616926 -5.136719 -0.696919 -0.3141 0.0954 -0.3910 -0.3569
H 0.149723 -3.395416 -2.323244 0.0221 -0.1062 0.0488 0.1086
H 1.657010 -4.145680 -2.727820 0.0263 -0.1732 0.0919 0.1484
H -1.168068 -4.293398 -0.701622 -0.1483 -0.0761 0.2239 0.1576
H -0.662014 -5.762527 0.086515 -0.1181 0.1635 0.1066 0.2377
C -3.883593 1.675536 2.480904 -0.2952 -0.2263 -0.0491 0.3802
O -5.061930 1.589243 2.124591 0.6786 0.2745 0.2564 -0.7145
N -2.831809 1.340193 1.692734 -0.7974 -0.1650 -1.0270 0.0210
N -3.468936 2.126664 3.694230 0.0136 0.2620 0.8664 -0.3696
H -3.111962 0.992657 0.791903 0.3270 -0.1987 0.0175 0.0464
H -1.888422 1.295669 2.036866 0.0489 0.0448 0.1115 0.2580
H -4.173666 2.372332 4.364754 -0.0358 -0.1967 -0.0115 0.1875
H -2.541605 1.862462 4.016008 -0.2988 0.2849 -0.1014 0.3377
C 2.552121 -0.542579 -4.462466 -0.6757 1.0681 0.2818 0.3977
O 3.165089 -0.618171 -5.518210 -0.1802 -0.2631 0.6761 -0.6834
N 2.475218 0.568201 -3.665942 0.5422 -0.5888 -0.9248 -0.1931
N 1.788049 -1.536519 -3.911159 0.4991 -2.5351 -0.8286 -0.1383
H 2.782374 1.430637 -4.075246 -0.1666 0.2245 0.4761 0.1857
H 1.951757 0.419025 -2.825491 0.0424 0.9651 0.2887 0.2156
H 1.899795 -2.440487 -4.346416 -0.0531 0.2287 -0.2406 0.1879
H 1.074285 -1.546644 -3.204393 -0.0063 1.0000 0.1069 0.1500
C -5.169488 -0.871798 -1.423889 0.0058 0.3237 -0.0643 0.4688
O -6.372089 -0.909848 -1.677380 0.4788 0.0121 0.2764 -0.7085
N -4.251454 -0.647022 -2.414714 -0.7919 -0.3300 -0.5567 -0.3137
N -4.630090 -0.978487 -0.182438 -0.2742 -0.0308 0.4039 -0.1384
H -3.276767 -0.483856 -2.274791 0.1390 0.1300 0.0898 0.2377
H -4.705669 -0.493817 -3.298803 0.4811 0.0313 -0.1160 0.1918
H -3.666643 -1.250896 -0.029260 -0.4862 0.0970 -0.0833 0.1524
H -5.283407 -0.939157 0.580724 0.1391 -0.0931 0.0702 0.1748
C 0.525414 1.328302 3.147847 -1.4782 -0.9284 -0.5034 0.5409
O -0.641922 1.512445 3.543787 1.0183 0.2030 -0.1293 -0.8778
N 0.818137 0.367573 2.220240 -0.1162 0.8459 0.8977 0.2403
N 1.581727 2.033352 3.595911 -0.0025 -0.0398 -0.0931 -0.3886
H 1.702223 0.432577 1.738711 0.1272 -0.2311 -0.3686 0.0222
H 0.040667 -0.139730 1.833493 0.2117 -0.1076 -0.0500 -0.1469
H 2.481237 1.624224 3.428463 0.3515 0.5172 0.1590 0.1872
H 1.394462 2.817691 4.190446 0.3081 -0.1053 0.1747 0.2508
C 3.528236 -0.298529 -0.209550 -0.2487 0.4835 0.4982 0.6083
O 3.448924 0.550817 0.685464 0.2031 -0.4110 -0.3386 -0.7210
N 2.420240 -0.834743 -0.782021 -0.1788 0.2434 -0.0597 0.4405
N 4.702823 -0.748394 -0.723552 -0.2471 -0.0530 0.0272 -0.4261
H 1.530429 -0.443013 -0.535669 -0.0586 -0.1807 0.2526 -0.7959
H 2.412091 -1.664584 -1.344499 0.1158 -0.0738 -0.0392 0.1296
H 4.651930 -1.422921 -1.462583 0.3989 -0.0648 -0.0544 0.1340
H 5.558652 -0.557134 -0.240265 0.0253 -0.0003 -0.0251 0.2529
```
Positions in Å, forces in eV/Å.

Output
HOMO energy = -7.04 eV
LUMO level = 2.2162 eV
Total charge = -1
Max |F| = 0.0528 Eh/bohr
Kohn-Sham gap = 9.3 eV

[3]
Density functional theory data (wB97M-V/def2-TZVPD) for C12H43AsF6O9 as an isolated structure in a non-equilibrium geometry.

```
71
Properties=species:S:1:pos:R:3:forces:R:3:mulliken_charge:R:1
O 2.721722 -2.687643 0.674778 0.8204 0.8963 -0.1822 -0.3013
H 2.006332 -2.255521 1.296383 -0.4518 0.3915 0.2591 0.4986
H 3.073524 -1.989976 0.023217 -0.4946 -0.6843 -0.0771 0.4643
H 3.495282 -2.996670 1.196232 -0.5547 0.1139 -0.2065 0.4634
As -0.332748 0.731395 -0.750606 0.2107 0.7711 0.0313 2.0909
F 0.361116 1.623731 -2.036613 0.3636 0.0321 -0.2133 -0.3642
F 1.021929 -0.378887 -0.718595 0.0931 -0.3381 -0.0275 -0.7677
F -0.974551 -0.121772 0.613997 -0.3481 -0.4326 0.1489 -0.5305
F -1.635573 1.854917 -0.670761 -0.3106 -0.1959 0.1973 -0.5336
F -1.123614 -0.236761 -1.917463 -0.0376 -0.5514 0.4608 -0.4370
F 0.557536 1.712429 0.376553 0.2096 0.1180 0.3041 -0.6089
O -2.417582 3.145359 -2.961217 0.2488 0.2390 0.7326 -0.6886
H -3.084749 3.839026 -2.909727 0.0903 -0.1427 -0.0385 0.2841
H -2.082663 3.030052 -2.043024 -0.2140 0.1633 -0.8368 0.3937
O -2.944232 0.516187 -3.796766 0.5452 0.0072 0.1419 -0.6965
H -2.276106 -0.050085 -3.375505 -0.5417 0.3191 -0.3402 0.3754
H -2.642988 1.419344 -3.560972 -0.4082 -0.3546 -0.1633 0.3493
O 0.944123 -1.441249 2.187090 0.0502 -0.0729 0.2340 -0.6621
H 0.643174 -1.547193 3.129794 0.5075 -0.2344 -0.4925 0.4263
H 0.340435 -0.788474 1.782057 0.2552 -0.3369 -0.2267 0.1752
O 1.854237 2.830040 -4.060955 -0.1379 0.0102 -0.0609 -0.6667
H 1.198710 2.907902 -3.351338 0.1781 0.0236 -0.1845 0.3117
H 1.333537 2.632225 -4.848542 0.0347 0.0659 0.1545 0.3104
C 4.531705 -2.136854 -3.715128 1.0217 0.8367 -0.0763 -1.4345
C 3.696033 -0.974248 -3.201446 0.0775 -0.3395 -0.6073 0.7412
C 2.510151 -0.690757 -4.113425 -0.2318 -0.3693 0.0487 -1.2056
O 3.290492 -1.234342 -1.844860 -0.5651 0.1499 0.3347 -0.5117
H 5.069338 -1.765726 -4.597727 -0.4232 -0.2492 -0.2238 0.3812
H 3.977086 -3.036956 -3.959605 -0.1020 -0.0529 0.1266 0.3416
H 5.379338 -2.334089 -3.048558 -0.4081 -0.2871 0.2845 0.3795
H 4.326275 -0.076919 -3.261163 -0.0365 -0.0583 0.5215 0.0822
H 1.859046 0.075585 -3.690242 0.1308 0.1894 -0.1526 0.1863
H 1.890790 -1.569466 -4.325052 0.1612 -0.1026 0.2817 0.3217
H 2.896973 -0.366813 -5.079895 -0.0678 0.2606 0.0576 0.4232
H 2.435838 -0.779541 -1.712681 0.4331 -0.1129 -0.0744 0.4364
C -1.876527 -3.202001 -0.825527 0.0255 0.3659 -1.3018 -1.2462
C -1.865050 -3.866644 0.512416 -0.2967 1.3265 1.0408 1.3508
C -3.270077 -3.964596 1.097436 -0.3152 -1.1909 0.2389 -1.4337
O -1.182227 -5.097009 0.437838 -0.1526 -0.5415 -0.0236 -0.6005
H -0.898773 -3.167353 -1.312729 0.1048 -0.1438 0.2673 0.2925
H -2.218621 -2.167020 -0.812449 -0.0157 -0.0236 0.4784 0.1997
H -2.548070 -3.685258 -1.543347 0.0381 -0.3198 0.2296 0.4188
H -1.335083 -3.224569 1.235687 0.2877 0.0660 -0.2546 -0.3228
H -3.972431 -4.391728 0.375344 -0.0158 0.1986 -0.0121 0.3519
H -3.662244 -3.034526 1.503984 0.1378 0.2585 -0.3606 0.3045
H -3.281664 -4.658860 1.953200 0.1477 0.0788 -0.1005 0.4017
H -1.329575 -5.545849 1.278702 0.0908 -0.0746 -0.1543 0.3607
C -1.420472 4.790696 0.886042 -0.6442 -0.1541 -0.0598 -1.1039
C -0.155471 5.215546 0.173994 1.4387 -0.2516 0.9531 0.4274
C 1.019335 5.342289 1.168498 -0.1486 -0.1491 0.1100 -1.1648
O 0.245936 4.282472 -0.819340 -0.2707 0.1182 -0.4936 -0.4405
H -1.320031 3.825632 1.394331 0.3364 0.0861 -0.0447 0.1447
H -2.245936 4.644085 0.182251 0.0766 0.1923 -0.0171 0.2528
H -1.731533 5.520770 1.638529 0.0502 0.0453 -0.1192 0.4396
H -0.233856 6.202397 -0.286848 -0.4608 -0.2545 -0.3908 0.2548
H 1.319986 4.321913 1.424221 0.0724 0.0942 0.2492 0.2453
H 0.773439 5.886649 2.085236 -0.1625 -0.0957 -0.0706 0.3767
H 1.881012 5.842705 0.727855 -0.0484 -0.0692 -0.2081 0.2973
H 0.514379 3.435452 -0.417459 -0.2361 0.6551 0.0551 0.2570
C -0.769943 0.343037 4.885617 0.2622 0.3841 0.2794 -1.0832
C -1.015236 -1.153263 5.030611 0.7390 0.9709 0.4009 0.2590
C -2.030114 -1.594906 4.024912 -0.6161 -1.5352 0.0449 -0.8578
O 0.264438 -1.842624 4.862666 -0.6131 -0.1295 -0.6972 -0.6342
H -1.686896 0.931681 4.940331 -0.0599 -0.1668 0.0332 0.3674
H -0.305965 0.559255 3.920455 -0.0970 -0.0948 -0.0788 0.1726
H -0.088021 0.746182 5.642695 -0.0771 -0.1727 0.0518 0.4006
H -1.342632 -1.428548 6.037547 -0.2486 0.2478 -0.0771 0.3153
H -2.193320 -2.672541 4.158982 0.1321 0.0437 -0.3234 0.3129
H -1.812730 -1.400647 2.975399 0.3083 0.1416 0.0579 -0.1627
H -3.013066 -1.171449 4.234971 0.1810 0.3441 0.1253 0.5008
H 0.887121 -1.479621 5.499718 -0.0485 0.0773 0.0366 0.3179
```
Positions in Å, forces in eV/Å.

Output
HOMO energy = -9.55 eV
LUMO level = -0.8392 eV
Max |F| = 0.0339 Eh/bohr
Kohn-Sham gap = 8.7 eV